[1]
ORCA calculation (ωB97M-V/def2-TZVPD) on C4H9Cl3IS as an isolated structure at a distorted geometry.

ΔE to the lowest compared entry with this formula, charge and spin: 0.00 kJ/mol
Largest force on an atom: 0.029 hartree/bohr
Net charge: +1
Spin multiplicity: 1
Orbital gap: 7.73 eV

Each line ends with the Löwdin charge.
Positions of all 18 atoms, in Å:
C -2.33653 0.52476 -1.09386  -0.195
C -2.45108 -0.84202 -0.43571  -0.840
I -2.71455 -2.37770 -1.91424  0.900
C -1.34169 -1.22318 0.56478  -0.484
S 0.24604 -0.36731 0.45937  0.621
Cl -0.06138 1.28984 1.51985  0.383
H -1.49621 0.61471 -1.77754  0.065
H -2.29172 1.28186 -0.30671  0.066
H -3.26832 0.71947 -1.61834  0.085
H -3.37933 -0.85114 0.12820  0.078
H -1.69591 -1.00445 1.57382  0.094
H -1.09851 -2.28448 0.55301  0.069
H 0.35762 0.06256 -0.81537  -0.017
C 4.43867 0.89229 0.54931  -0.944
Cl 4.49467 1.26390 2.26136  0.561
Cl 2.76044 0.55038 0.01706  0.481
H 4.80375 1.74082 -0.01623  0.038
H 5.03405 0.00969 0.35125  0.038



[2]
ORCA calculation (ωB97M-V/def2-TZVPD) on C4H9ClIN as an isolated structure at a distorted geometry.

ΔE to the lowest compared entry with this formula, charge and spin: 225.34 kJ/mol
Largest force on an atom: 0.116 hartree/bohr
Net charge: 0
Spin multiplicity: 1
Orbital gap: 8.37 eV

Each line ends with the Löwdin charge.
Positions of all 16 atoms, in Å:
C 0.11804 1.55775 1.20506  -0.124
C 0.54309 0.61728 -1.25758  -0.147
C -0.35812 -2.21610 -0.28672  -0.007
C 0.36027 0.34628 0.17343  -0.942
N -0.73811 -0.56490 0.52137  -0.522
Cl 1.92244 -0.50695 0.75000  0.617
I -2.70440 0.12915 0.02534  0.742
H 0.31449 1.22906 2.20786  0.055
H 0.83849 2.37126 1.10345  0.074
H -0.83406 2.01180 1.24453  0.004
H 0.95619 -0.21814 -1.68817  0.034
H -0.38220 0.87930 -1.73114  0.049
H 1.24149 1.42864 -1.41865  0.090
H -1.28074 -2.71917 0.02119  0.028
H -0.50549 -2.02595 -1.31393  0.024
H 0.50862 -2.31932 0.44395  0.025



[3]
ORCA calculation (ωB97M-V/def2-TZVPD) on a single C4H9ClN2O molecule at a distorted geometry.

ΔE to the lowest compared entry with this formula, charge and spin: 717.18 kJ/mol
Largest force on an atom: 0.090 hartree/bohr
Net charge: 0
Spin multiplicity: 1
Orbital gap: 7.84 eV

Each line ends with the Löwdin charge.
Positions of all 17 atoms, in Å:
C 0.30196 -0.66440 0.37920  -0.506
C -0.07831 -2.14172 0.03935  -0.111
C -1.98236 0.37109 0.14001  -0.047
C -0.48202 0.41320 0.39935  -0.455
N 2.00612 0.00888 -1.05810  -0.539
N -0.04922 1.70214 0.64386  0.083
O 2.37489 1.35994 -1.35363  -0.198
Cl 2.06559 -0.45369 0.49034  0.994
H 0.88339 -2.76076 -0.20285  0.088
H -0.63283 -2.63447 0.85989  0.058
H -0.83992 -2.08613 -0.90056  0.118
H -2.19777 0.96080 -0.82955  0.106
H -2.42178 1.06124 1.02555  0.117
H -2.55489 -0.60154 0.14851  0.081
H -0.53783 2.38988 1.17564  0.081
H 0.94278 1.95246 0.80491  0.087
H 3.20220 1.12307 -1.76193  0.044



[4]
ORCA calculation (ωB97M-V/def2-TZVPD) on an isolated ion of composition C4H9ClN3 and charge +1 at a distorted geometry.

ΔE to the lowest compared entry with this formula, charge and spin: 471.78 kJ/mol
Largest force on an atom: 0.119 hartree/bohr
Net charge: +1
Spin multiplicity: 1
Orbital gap: 8.73 eV

Each line ends with the Löwdin charge.
Positions of all 17 atoms, in Å:
C 1.10420 2.25319 0.24026  0.113
C 2.28737 0.17019 -0.07964  -0.598
C -0.46402 0.44008 0.58245  -0.154
C 0.00292 -0.86020 -0.13304  -0.429
N 1.48600 -0.80784 -0.11417  -0.008
N -0.54484 -2.02776 0.19328  0.097
N -0.17554 1.67730 -0.16218  -0.126
Cl 3.90768 -0.12826 0.04885  0.795
H 1.58511 2.86380 -0.52294  0.017
H -1.62184 0.32634 0.72160  0.168
H -0.13734 0.54020 1.69794  0.171
H -0.20546 -0.53093 -1.23066  0.179
H 1.90737 -1.70811 -0.12250  0.123
H -0.41643 -2.83674 -0.39161  0.114
H -0.55397 -2.49089 1.11424  0.139
H -0.94761 2.31770 0.17813  0.199
H -0.38925 1.36932 -1.18935  0.200



[5]
ORCA calculation (ωB97M-V/def2-TZVPD) on a 2-piece molecular cluster, C4H9ClOS overall at a distorted geometry.

ΔE to the lowest compared entry with this formula, charge and spin: 246.17 kJ/mol
Largest force on an atom: 0.095 hartree/bohr
Net charge: 0
Spin multiplicity: 1
Orbital gap (spin up / spin down): 7.30 / 7.21 eV

Each line ends with the Löwdin charge.
Positions of all 16 atoms, in Å:
C -1.23795 -0.28700 1.45058  -0.053
C 1.24270 0.46982 -1.53376  -0.140
C 0.10461 -0.25106 0.73661  -0.491
C 0.08475 0.55717 -0.50347  -0.103
O 0.49166 -1.59624 0.45998  -0.064
S -1.56672 -1.01631 -1.92947  0.083
Cl -0.83495 -0.85691 -3.75053  -0.009
H -2.00825 -1.07109 0.95674  0.121
H -1.65190 0.63678 1.30760  0.038
H -1.13958 -0.68566 2.47056  0.091
H 1.78239 -0.53931 -1.48349  0.105
H 0.95005 0.71626 -2.62517  0.055
H 1.95605 1.22552 -1.18613  0.073
H 0.79211 0.22650 1.39877  0.145
H -0.73959 1.28826 -0.70929  0.102
H -0.22776 -2.19295 0.38267  0.046



[6]
ORCA calculation (ωB97M-V/def2-TZVPD) on a single C4H9ClOS molecule at a distorted geometry.

SMILES: OCC[C@H](Cl)CS
ΔE to the lowest compared entry with this formula, charge and spin: 314.86 kJ/mol
Largest force on an atom: 0.147 hartree/bohr
Net charge: 0
Spin multiplicity: 1
Orbital gap: 9.40 eV

Each line ends with the Löwdin charge.
Positions of all 16 atoms, in Å:
C 0.81344 0.60659 1.34366  -0.363
C -0.31074 -0.39936 0.97722  -0.246
C -0.52567 -1.09957 -0.37984  -0.796
C -1.08146 -0.08270 -1.39841  -0.471
H 1.47132 2.26491 0.81752  0.035
H 1.86246 0.10799 1.15731  0.135
H 0.82230 0.40816 2.50143  0.133
H -0.38073 -1.11044 1.98693  0.164
H -1.28709 0.04318 1.17268  0.098
H -1.20686 -1.79674 -0.08467  0.033
H -1.64419 -0.64571 -2.18973  0.047
H -1.70318 0.74003 -1.02679  0.091
H 1.24958 1.37661 -2.18581  -0.013
O 0.81569 1.71149 0.63552  0.016
S 0.30904 0.13508 -2.70103  0.544
Cl 0.79609 -2.25953 -0.62597  0.593



[7]
ORCA calculation (ωB97M-V/def2-TZVPD) on a single C4H9ClSi molecule at a distorted geometry.

ΔE to the lowest compared entry with this formula, charge and spin: 187.22 kJ/mol
Largest force on an atom: 0.126 hartree/bohr
Net charge: 0
Spin multiplicity: 1
Orbital gap: 8.83 eV

Each line ends with the Löwdin charge.
Positions of all 15 atoms, in Å:
Cl -1.71896 -1.79872 -1.13795  0.306
C 0.17172 -0.53528 1.39984  -0.408
C -0.13251 0.95180 -1.83560  -0.218
C -0.87587 0.53292 0.88695  -0.228
C 1.38307 -0.78650 0.46450  -0.173
Si -0.19612 -0.47683 -0.58058  0.152
H -0.36339 -1.48255 1.63973  0.112
H 0.61679 -0.07822 2.35132  0.122
H -0.03346 0.37221 -2.76416  0.011
H 0.77289 1.55376 -1.72395  0.028
H -1.02265 1.56969 -1.77078  0.031
H -1.86261 0.34212 1.27736  0.054
H -0.63687 1.59955 0.95038  0.073
H 1.80799 -1.78912 0.54170  0.066
H 2.08999 0.02518 0.30126  0.072



[8]
ORCA calculation (ωB97M-V/def2-TZVPD) on C4H9CuN2O3 as an isolated structure at a distorted geometry.

ΔE to the lowest compared entry with this formula, charge and spin: 0.00 kJ/mol
Largest force on an atom: 0.028 hartree/bohr
Net charge: 0
Spin multiplicity: 1
Orbital gap: 7.00 eV

Each line ends with the Löwdin charge.
Positions of all 19 atoms, in Å:
Cu 0.57660 -0.39260 -0.52900  0.438
C -3.44620 -1.18580 -1.15130  -0.004
C -2.05880 -0.64580 -1.03050  -0.284
N -1.16400 -1.25290 -0.30090  -0.082
O -1.57290 -2.46670 0.29580  -0.059
C -1.67840 0.54500 -1.71740  -0.308
C -2.66610 1.36500 -2.49480  -0.041
N -0.40060 0.89480 -1.64910  -0.194
O 0.02770 1.95140 -2.22300  -0.159
H -3.65880 -1.83580 -0.30540  0.076
H -3.52070 -1.77430 -2.06500  0.101
H -4.18210 -0.38900 -1.19440  0.079
H -0.84980 -2.70450 0.88710  0.087
H -3.14500 0.78080 -3.27850  0.078
H -2.10860 2.18180 -2.95280  0.066
H -3.42940 1.78690 -1.84150  0.078
O 2.51970 -0.39400 -0.10960  -0.040
H 2.58190 -0.32570 0.85060  0.080
H 2.76800 0.45560 -0.49770  0.088



[9]
ORCA calculation (ωB97M-V/def2-TZVPD) on C4H9F2NO as an isolated structure at a distorted geometry.

ΔE to the lowest compared entry with this formula, charge and spin: 367.29 kJ/mol
Largest force on an atom: 0.118 hartree/bohr
Net charge: 0
Spin multiplicity: 1
Orbital gap: 10.57 eV

Each line ends with the Löwdin charge.
Positions of all 17 atoms, in Å:
C -1.31886 -0.15097 0.56763  -0.097
C -0.03819 -0.15138 -0.14587  -0.578
C 0.90940 1.09555 0.39190  -0.254
C 0.62367 -1.51160 0.07999  -0.304
H -1.47606 -0.90468 1.67088  0.176
H -1.56319 1.06035 0.83944  0.138
H -2.21607 -0.58038 -0.10433  0.100
H -1.14287 -0.48874 -2.04438  0.138
H -0.28471 0.89114 -1.81846  0.106
H 1.88082 0.72025 -0.00596  0.128
H 0.86815 0.95026 1.50801  0.136
H 1.05429 2.92789 0.35332  0.180
H 1.49423 -1.66659 -0.68055  0.171
N -0.14663 -0.17580 -1.62688  0.036
O 0.37585 2.25060 -0.08800  -0.078
F 1.20950 -1.67267 1.36394  -0.002
F -0.22934 -2.59322 -0.26069  0.002



[10]
ORCA calculation (ωB97M-V/def2-TZVPD) on a single C4H9FN2 molecule at a distorted geometry.

SMILES: [H]/N=C(/N)C[C@H](C)F
ΔE to the lowest compared entry with this formula, charge and spin: 48.45 kJ/mol
Largest force on an atom: 0.074 hartree/bohr
Net charge: 0
Spin multiplicity: 1
Orbital gap: 10.25 eV

Each line ends with the Löwdin charge.
Positions of all 16 atoms, in Å:
C 2.12614 -0.66229 -0.24869  -0.052
C 0.87616 0.24716 -0.22335  -0.334
C -0.28685 -0.47086 0.49190  -0.103
C -1.58064 0.09497 0.02270  -0.529
H 1.99045 -1.59258 -0.70172  0.056
H 2.88192 -0.10769 -0.68934  0.046
H 2.56547 -0.88490 0.78553  0.112
H 0.64576 0.37907 -1.30634  0.149
H -0.23432 -0.30227 1.58049  0.141
H -0.21103 -1.53920 0.17194  0.133
H -2.49270 1.86701 -0.39389  0.115
H -0.98812 2.09016 0.32588  0.080
H -2.37843 -1.54148 0.24297  0.055
N -1.54284 1.46939 -0.23162  0.102
N -2.67310 -0.58664 -0.10971  0.093
F 1.30213 1.54014 0.28327  -0.064



[11]
ORCA calculation (ωB97M-V/def2-TZVPD) on a single C4H9FN2S molecule at a distorted geometry.

SMILES: [H]/N=C(/NC)[C@@H](S)CF
ΔE to the lowest compared entry with this formula, charge and spin: 318.76 kJ/mol
Largest force on an atom: 0.151 hartree/bohr
Net charge: 0
Spin multiplicity: 1
Orbital gap: 9.74 eV

Each line ends with the Löwdin charge.
Positions of all 17 atoms, in Å:
C 1.52521 -0.85479 -2.10587  -0.149
C -0.41433 0.40318 -1.09627  -0.477
C 0.08512 0.14422 0.30029  -0.652
C -0.34249 -1.32003 0.60771  -0.169
H 2.15883 -0.06516 -1.74481  0.081
H 1.65676 -1.29318 -3.09047  0.098
H 1.67378 -1.64020 -1.37205  0.062
H -0.25506 -0.07534 -2.92128  0.166
H -1.40616 1.73640 -0.53331  -0.014
H 1.15975 0.36260 0.04017  0.093
H 1.03155 0.72716 2.59359  0.050
H -1.52295 -1.52633 0.47077  0.168
H 0.30295 -2.17611 0.03944  0.148
N 0.15035 -0.59760 -2.03125  -0.072
N -1.22347 1.33279 -1.41605  0.152
F 0.01783 -1.49079 1.99185  -0.163
S -0.16057 1.37409 1.65545  0.676



[12]
ORCA calculation (ωB97M-V/def2-TZVPD) on a 2-piece molecular cluster, C4H9FO2 overall at a distorted geometry.

ΔE to the lowest compared entry with this formula, charge and spin: 532.60 kJ/mol
Largest force on an atom: 0.163 hartree/bohr
Net charge: 0
Spin multiplicity: 1
Orbital gap: 8.81 eV

Each line ends with the Löwdin charge.
Positions of all 16 atoms, in Å:
C 1.66810 -0.62856 0.01236  -0.285
C 0.17718 -1.29751 -0.25639  -0.082
C -1.04938 -0.45628 0.53773  -0.170
C -1.04321 1.04637 0.53611  -0.296
H 1.29254 1.19420 -0.79680  0.067
H 2.42958 -1.01130 1.02283  0.171
H 2.29122 -1.23424 -0.86506  0.117
H 0.11202 -2.43221 0.00626  0.123
H -0.14141 -1.12128 -1.39344  0.138
H -1.32714 -0.78267 1.50790  0.116
H -0.48522 1.43448 1.40994  0.128
H -1.98230 1.50155 0.79510  0.108
H -1.48144 2.19434 -1.20509  0.344
O 1.88674 0.76570 -0.13183  -0.133
O -0.32749 1.55233 -0.58681  -0.196
F -2.01980 -0.72492 -0.59282  -0.151



[13]
ORCA calculation (ωB97M-V/def2-TZVPD) on an isolated ion of composition C4H9FP and charge +1 at a distorted geometry.

ΔE to the lowest compared entry with this formula, charge and spin: 0.00 kJ/mol
Largest force on an atom: 0.099 hartree/bohr
Net charge: +1
Spin multiplicity: 1
Orbital gap (spin up / spin down): 7.87 / 9.01 eV

Each line ends with the Löwdin charge.
Positions of all 15 atoms, in Å:
C -1.56330 0.37224 0.85955  0.010
C 0.30213 -0.69525 -0.69520  -0.174
C -0.41179 -0.90154 -1.88952  -0.127
C 1.15938 1.24557 1.53333  -0.174
F 0.17962 1.98823 -0.71661  -0.176
P 0.02912 0.69948 0.31177  0.711
H -2.35577 0.28738 0.17610  0.034
H -1.72308 0.11706 1.92768  0.077
H 1.03147 -1.42905 -0.14152  0.153
H -1.16592 -0.20130 -2.14057  0.083
H -0.82338 -1.91365 -1.89268  0.114
H 0.39808 -0.70835 -2.63523  0.142
H 1.97947 1.75261 0.96074  0.081
H 1.73468 0.40102 2.08127  0.108
H 0.49517 2.02971 2.15431  0.138



[14]
ORCA calculation (ωB97M-V/def2-TZVPD) on a 2-piece molecular cluster, C4H9I2N overall at a distorted geometry.

ΔE to the lowest compared entry with this formula, charge and spin: 170.39 kJ/mol
Largest force on an atom: 0.095 hartree/bohr
Net charge: 0
Spin multiplicity: 1
Orbital gap (spin up / spin down): 7.34 / 7.22 eV

Each line ends with the Löwdin charge.
Positions of all 16 atoms, in Å:
C -2.28139 0.50929 -0.84026  -0.536
C 1.09305 1.56365 0.47706  -0.078
C 0.79331 -1.69439 -1.58277  -0.096
C 0.72724 0.45745 -0.46716  -0.220
N 1.24229 -0.59977 -0.69391  -0.302
I -2.69564 -1.28944 0.37457  0.605
I 3.33247 -1.25600 0.41323  0.283
H -1.25450 0.78417 -0.43172  -0.070
H -3.16493 1.22694 -0.87793  0.024
H -2.04077 0.04782 -1.87506  0.017
H 0.29868 2.00734 1.14194  0.094
H 1.85967 1.18331 1.09630  -0.017
H 1.55364 2.50010 -0.10859  0.136
H 1.41890 -2.60324 -1.29982  0.059
H -0.19531 -1.74498 -1.35105  -0.021
H 1.08803 -1.34076 -2.62483  0.122



[15]
ORCA calculation (ωB97M-V/def2-TZVPD) on an isolated ion of composition C4H9IN and charge +1 at a distorted geometry.

SMILES: C[NH+](C)/C=C/I
ΔE to the lowest compared entry with this formula, charge and spin: 338.29 kJ/mol
Largest force on an atom: 0.199 hartree/bohr
Net charge: +1
Spin multiplicity: 1
Orbital gap: 8.42 eV

Each line ends with the Löwdin charge.
Positions of all 15 atoms, in Å:
C -0.95904 -0.05671 -0.42177  -0.118
C -2.21723 -0.17507 0.59741  -0.608
C 1.12095 -1.22797 0.01501  0.002
C 1.05160 1.31125 -0.39776  0.037
N 0.39390 0.07617 0.12943  -0.246
I -4.12527 0.14136 -0.03979  0.951
H -1.24893 0.25415 -1.36114  0.063
H -1.99008 -0.26713 1.69301  0.036
H 2.17405 -1.16910 0.26321  0.113
H 0.65182 -1.92475 0.63025  0.088
H 1.07568 -1.54717 -1.01860  0.112
H 1.70331 0.94551 -1.21001  0.123
H 0.22992 2.00319 -0.52180  0.108
H 1.73465 1.61020 0.40870  0.115
H 0.40466 0.02607 1.23386  0.224